No. 1
ORCA calculation (wB97M-V/def2-TZVPD) on a cluster of 2 separate species, C8H15N2 in total.

Geometry as XYZ:
```
25
C8H15N2 (wB97M-V/def2-TZVPD)
C -1.1057 1.6560 2.1171
C 0.0537 1.7179 1.7493
C -0.8580 0.0319 -1.4763
C -0.5464 -1.4687 -1.0633
C 1.6707 -1.4725 0.0615
C 1.5331 0.5884 -1.1470
C -2.5114 1.8021 2.2911
C 2.4372 -0.0949 -0.2483
N 0.3262 0.6767 -0.7063
N 0.2634 -1.5464 0.1921
H -0.7838 0.3644 -2.4918
H -1.7697 0.3965 -1.0670
H -1.5370 -1.9393 -0.8416
H -0.0341 -2.0545 -1.9013
H 2.0076 -2.2967 -0.5411
H 2.0423 -1.7752 0.9789
H 1.8288 0.6921 -2.1675
H -2.8884 2.4920 1.5501
H -3.1950 0.9083 2.3550
H -2.5904 2.2991 3.1668
H 1.0316 2.0885 1.8800
H 3.4854 -0.1950 -0.6279
H 2.5007 0.4248 0.6840
H 0.1966 0.8540 0.3672
H -0.0748 -1.0398 0.9520
```

Properties
Gap between HOMO and LUMO (eV): 8.9086
HOMO level (eV): -13.079
Total charge: +1

---

No. 2
ORCA calculation (wB97M-V/def2-TZVPD) on a structure of composition C2H5Br.

Geometry as XYZ:
```
8
C2H5Br (wB97M-V/def2-TZVPD)
C -0.5597 -0.5261 0.1002
C 0.1953 0.5688 -0.3716
Br 2.2088 0.6518 1.0914
H -0.9123 -0.5904 1.1226
H -1.3327 -0.7118 -0.6105
H -0.1146 -1.4533 -0.0768
H -0.2590 1.5637 -0.0055
H 0.7743 0.4972 -1.2499
```

Properties
Gap between HOMO and LUMO (spin up / spin down) (eV): 7.7208 / 7.0859
HOMO level (spin up / spin down) (eV): -6.578 / -10.724
Spin multiplicity: 3

---

No. 3
ORCA calculation (wB97M-V/def2-TZVPD) on the molecule C2H4N2OS2.

Geometry as XYZ:
```
11
C2H4N2OS2 (wB97M-V/def2-TZVPD)
N -2.3360 0.8323 -0.9636
C -1.4089 0.3037 -0.2944
O -1.6624 -0.2751 0.7650
S 0.2013 -0.0301 -0.9407
C 0.8670 -0.4785 0.6319
N 2.0228 -0.9404 1.0129
S 3.3645 -0.4606 0.1716
H -3.1958 1.2153 -0.4082
H -2.1789 1.8572 -1.6402
H -0.0617 -0.8880 1.0487
H 4.3882 -1.1358 0.6170
```

Properties
SMILES string: NC(=O)S/C=N\S
Gap between HOMO and LUMO (eV): 8.6219
HOMO level (eV): -8.505

---

No. 4
ORCA calculation (wB97M-V/def2-TZVPD) on the molecule C10H14N4O5.

Geometry as XYZ:
```
33
C10H14N4O5 (wB97M-V/def2-TZVPD)
N -1.3254 -0.3743 1.6579
C -0.9242 -0.6983 0.2756
C -1.7032 0.2949 -0.6963
C -3.1729 0.0055 -0.4086
C -3.7521 -1.1110 0.0380
N -5.1505 -0.9357 -0.2144
C -5.3263 0.3671 -0.7393
N -4.1812 0.9562 -0.7296
C 0.5840 -0.7690 0.2689
O 1.0637 -1.2557 1.3207
N 1.3696 -0.3983 -0.8304
C 2.7326 0.1599 -0.6345
C 2.8704 1.1262 0.5786
C 1.5392 1.9140 0.4891
O 1.4954 2.6088 -0.4684
O 0.6413 1.6887 1.3590
C 3.7693 -0.8909 -0.6948
O 4.7025 -0.6528 -1.4594
O 3.7406 -1.9479 0.1473
H -1.4105 0.6367 1.8439
H -0.4752 -0.7217 2.0262
H -1.3855 -1.6796 -0.0073
H -1.4192 0.3447 -1.8006
H -1.5373 1.3115 -0.2838
H -3.4532 -1.9347 0.8383
H -5.8488 -1.7074 -0.2389
H -6.3894 0.8027 -0.7911
H 0.7861 -0.0568 -1.5789
H 2.8080 0.7478 -1.6096
H 2.9764 0.6605 1.6078
H 3.7023 1.8647 0.3033
H 0.9210 0.8610 1.7889
H 2.8901 -1.7831 0.6631
```

Properties
SMILES string: N[C@@H](Cc1c[nH]cn1)C(=O)N[C@@H](CC(=O)O)C(=O)O
Gap between HOMO and LUMO (eV): 9.4225
HOMO level (eV): -8.995

---

No. 5
ORCA calculation (wB97M-V/def2-TZVPD) on a cluster of 2 separate species, C5H8N2S2 in total.

Geometry as XYZ:
```
17
C5H8N2S2 (wB97M-V/def2-TZVPD)
C -2.6169 1.0833 -1.3430
C -1.4350 1.3311 -0.5198
C 2.0243 -0.8003 -0.4997
C 0.6381 -0.6212 1.7443
C 1.1141 -0.0954 0.4576
N -2.7267 -0.1053 -1.8416
N -0.6711 0.1377 -0.5314
S -1.0285 2.5883 0.4564
S -1.4163 -1.0547 -1.4283
H -3.4956 1.7682 -1.4593
H 2.4308 -0.2312 -1.3453
H 2.9260 -1.1459 0.0650
H 1.4552 -1.6786 -0.8887
H 0.6575 -1.6438 2.0085
H -0.3118 -0.2690 2.0688
H 1.1985 -0.3087 2.5960
H 1.2574 1.0456 0.4605
```

Properties
Gap between HOMO and LUMO (eV): 7.4160
HOMO level (eV): -7.527

---

No. 6
ORCA calculation (wB97M-V/def2-TZVPD) on a structure of composition C13H6BrCeN2O7.

Geometry as XYZ:
```
30
C13H6BrCeN2O7 (wB97M-V/def2-TZVPD)
Ce 0.2227 0.5483 0.3950
O -5.4869 2.2513 2.6921
C -4.3188 1.8252 2.2371
C -3.5473 0.8507 2.8891
C -2.3544 0.4962 2.3202
N -1.9232 1.0534 1.1802
C -2.6525 1.9959 0.5576
C -3.8562 2.4130 1.0476
C -2.0106 2.5475 -0.6846
O -2.5814 3.2544 -1.4485
O -0.7296 2.1099 -0.8053
C -1.4088 -0.5129 2.9162
O -1.7129 -1.2145 3.8258
O -0.2193 -0.5113 2.2677
H -5.7491 1.8112 3.5115
H -3.8600 0.3782 3.8121
H -4.4303 3.1730 0.5355
Br 7.0176 -1.4728 -2.4503
C 5.1824 -1.8402 -2.4567
C 4.6799 -2.8735 -3.2508
N 3.3905 -3.1996 -3.3132
C 2.5412 -2.4987 -2.5764
C 2.9557 -1.4501 -1.7545
C 4.3097 -1.1079 -1.6892
C 1.9850 -0.7252 -0.9773
O 2.3256 0.2543 -0.2022
O 0.7196 -1.0252 -1.0220
H 5.3585 -3.4585 -3.8606
H 1.4950 -2.7725 -2.6352
H 4.6580 -0.2997 -1.0608
```

Properties
Gap between HOMO and LUMO (eV): 6.4076
HOMO level (eV): -12.511
Total charge: +1

---

No. 7
ORCA calculation (wB97M-V/def2-TZVPD) on the ion C6HN4O3 with charge +1.

Geometry as XYZ:
```
14
C6HN4O3 (wB97M-V/def2-TZVPD)
N 1.0743 0.5469 3.0232
C 0.3838 0.3559 2.1530
C -0.6585 0.2404 1.1106
C -1.4725 -0.9361 1.4176
N -2.0378 -1.9019 1.6788
C 0.1591 -0.0236 -0.1192
N 0.9344 -1.0397 -0.2864
C 1.7680 -1.7350 -0.8480
O 2.4399 -2.4622 -1.4111
N 0.5703 1.2235 -1.1772
O -0.4113 2.2722 -1.2922
C -0.4830 1.3699 -2.1839
O -0.9420 0.9691 -3.1637
H -1.3247 1.1207 1.0985
```

Properties
SMILES string: N#CC(C#N)C(=[N+]=C=O)N1OC1=O
Gap between HOMO and LUMO (eV): 8.4670
HOMO level (eV): -16.558
Total charge: +1

---

No. 8
ORCA calculation (wB97M-V/def2-TZVPD) on the molecule C23H20N4O3S2.

Geometry as XYZ:
```
52
C23H20N4O3S2 (wB97M-V/def2-TZVPD)
C 3.8221 1.3382 -2.5228
C 3.8308 1.2760 -1.0978
S 2.0762 2.1188 -0.7043
C 0.9573 0.9346 -1.1686
N 1.0560 -0.2082 -2.0614
N -0.1050 -0.4200 -2.3444
C -1.1247 -0.0281 -1.4627
C -2.5831 -0.2190 -1.3973
C -3.6251 0.4540 -1.3196
C -4.7993 -0.2954 -1.5699
C -4.6895 -1.3577 -2.1398
S -2.7739 -1.9090 -2.2429
N -0.4141 0.9461 -0.7314
C -1.0121 1.9156 0.1369
C -0.8081 3.1463 0.0591
C -1.3066 4.0064 1.1896
C -2.1677 3.2781 2.1212
C -2.4264 1.9764 2.1400
C -1.7901 1.4383 1.2017
C 3.9747 -0.1077 -0.4633
O 4.6121 -0.3397 0.4216
N 3.3062 -1.2072 -1.0231
C 3.1741 -2.3726 -0.5170
C 1.8264 -2.3522 0.2484
C 0.7672 -2.9146 -0.2612
C -0.5741 -2.5794 0.3884
C -0.6578 -2.0767 1.4986
C 0.6216 -1.8488 2.0903
C 1.8467 -1.6651 1.6318
O 0.2043 -1.1504 3.5426
C -1.0661 -1.5211 3.6458
O -1.6694 -1.9969 2.5038
H 4.5953 0.9868 -2.8705
H 2.9946 0.8245 -3.1245
H 3.7391 2.4144 -2.9968
H 4.5462 2.0754 -0.6679
H -3.4262 1.6002 -1.0958
H -5.5774 0.1554 -1.3929
H -5.2583 -2.2397 -2.2898
H -0.0747 3.5280 -0.4223
H -1.2597 5.1562 1.2640
H -2.6016 4.0738 2.9238
H -3.0306 1.6236 3.1570
H -1.9969 0.1807 0.9790
H 2.5635 -1.0454 -1.6138
H 4.0232 -2.3906 0.3577
H 3.1573 -3.1395 -0.9667
H 0.6687 -3.2306 -1.0716
H -1.4534 -3.1686 -0.1861
H 2.7018 -1.3657 1.9274
H -1.5121 -0.3014 3.7343
H -1.2814 -1.9967 4.5634
```

Properties
SMILES string: C[C@@H](Sc1nnc(-c2cccs2)n1-c1ccccc1)C(=O)NCc1ccc2c(c1)OCO2
Gap between HOMO and LUMO (eV): 7.9736
HOMO level (eV): -7.823

---

Energy above the lowest of the compared OMol25 structures with the same formula, charge and spin, respectively: 107.0, 16.0, 67.0, 86.7, 50.2, 0.0, 17.0, 475.2 kcal/mol.
Molar mass, respectively: 139.22, 108.97, 136.20, 270.25, 160.27, 522.22, 177.10, 464.57 g mol⁻¹.
F_max, respectively: 3.6, 4.1, 12.1, 5.1, 4.0, 1.5, 5.1, 15.1 eV/A.